(P)
Here is 2 unconnected molecules or ions with the total composition C10H13O2 from the Open Molecules 2025 dataset. Energies are from the ωB97M-V functional and the def2-TZVPD basis.

Output
net charge	-1
highest occupied orbital energy	-0.1531	Eh
frontier orbital gap	7.520	eV
LUMO energy	3.35	eV

CARTESIAN COORDINATES (ANGSTROEM)
C (1.38666, 2.31183, -0.24346)
C (0.31193, 2.85493, 0.77729)
C (2.31949, 1.29461, 0.55649)
O (2.20197, 0.07431, 0.33206)
O (3.21803, 1.91471, 1.17319)
H (0.92630, 1.96299, -1.16299)
H (2.01964, 3.13060, -0.59855)
H (0.45618, 2.20991, 1.63589)
H (-0.70682, 2.85822, 0.39509)
H (0.47853, 3.88544, 1.11298)
C (-1.73588, -1.16220, 1.92844)
C (-2.15442, -2.28837, -1.61007)
C (-2.15108, -2.33770, -0.23699)
C (-1.28219, -1.44047, -2.29136)
C (-1.42913, -1.40187, 0.50706)
C (-0.49746, -0.57610, -1.56491)
C (-0.53304, -0.56185, -0.16076)
H (-2.84397, -2.97963, -2.09112)
H (-2.80981, -3.08489, 0.20170)
H (-1.08519, -1.58841, -3.34850)
H (0.27200, 0.04440, -1.99707)
H (-0.95732, -0.58243, 2.41917)
H (-2.11070, -1.96831, 2.57341)
H (0.18099, 0.04298, 0.39616)
H (-2.68203, -0.59506, 1.99748)

(Q)
Here is 2 unconnected molecules or ions with the total composition C10H13O2 from the Open Molecules 2025 dataset. Energies are from the ωB97M-V functional and the def2-TZVPD basis.

Output
net charge	-1
highest occupied orbital energy	-0.1492	Eh
frontier orbital gap	7.583	eV
LUMO energy	3.52	eV

CARTESIAN COORDINATES (ANGSTROEM)
C (2.21731, -0.77227, 1.46573)
C (2.44807, 0.44648, 2.37702)
C (0.90541, -1.57407, 1.76654)
O (0.20326, -1.18207, 2.72497)
O (0.64941, -2.44579, 0.90672)
H (2.35309, -0.52204, 0.40360)
H (3.09994, -1.44253, 1.46164)
H (1.82643, 1.30434, 2.15594)
H (3.48769, 0.77336, 2.42700)
H (2.18366, -0.00566, 3.34204)
C (-1.77956, -1.80138, -1.22475)
C (-0.36797, 1.58171, -2.30157)
C (-0.80775, 2.36644, -1.25865)
C (-0.72176, 0.21622, -2.34782)
C (-1.52729, -0.33135, -1.35881)
C (-1.60325, 1.82685, -0.26192)
C (-1.97611, 0.49164, -0.31526)
H (0.12399, 2.05215, -3.14726)
H (-0.44881, 3.37748, -1.10782)
H (-0.21268, -0.31312, -3.14570)
H (-1.70344, 2.44213, 0.62781)
H (-0.98772, -2.43017, -0.82646)
H (-2.01184, -2.27441, -2.17420)
H (-2.71573, 0.08073, 0.35863)
H (-2.63434, -1.86468, -0.54742)

(R)
Here is 2 unconnected molecules or ions with the total composition C10H13O2 from the Open Molecules 2025 dataset. Energies are from the ωB97M-V functional and the def2-TZVPD basis.

Output
net charge	-1
highest occupied orbital energy	-0.1524	Eh
frontier orbital gap	7.366	eV
LUMO energy	3.22	eV

CARTESIAN COORDINATES (ANGSTROEM)
C (-0.90987, -0.29710, -0.97359)
C (-0.75353, 2.92577, 1.01170)
C (-2.06092, 3.07663, 1.42412)
C (-0.42097, 1.89396, 0.11474)
C (-1.33105, 0.89353, -0.17572)
C (-3.03072, 2.16861, 0.99810)
C (-2.66563, 1.12847, 0.17002)
H (0.00055, 3.68028, 1.18797)
H (-2.34045, 3.95002, 2.00351)
H (0.56008, 1.94778, -0.27330)
H (-4.01849, 2.34441, 1.40515)
H (-0.78168, -1.26744, -0.50125)
H (-0.01563, -0.11698, -1.57645)
H (-3.42454, 0.43517, -0.17042)
H (-1.61680, -0.44807, -1.79859)
C (1.96612, -2.42693, 0.49032)
C (3.04361, -1.59740, 1.13440)
C (1.74825, -2.19535, -1.04460)
O (2.42669, -1.27142, -1.55047)
O (0.86744, -2.90764, -1.57167)
H (2.21850, -3.48842, 0.59043)
H (0.95593, -2.36277, 0.89534)
H (2.90184, -1.55056, 2.21880)
H (3.16004, -0.66250, 0.60589)
H (4.00566, -2.10945, 1.04230)

(S)
Here is 2 unconnected molecules or ions with the total composition C10H13O2 from the Open Molecules 2025 dataset. Energies are from the ωB97M-V functional and the def2-TZVPD basis.

Output
net charge	-1
highest occupied orbital energy	-0.1348	Eh
frontier orbital gap	6.971	eV
LUMO energy	3.30	eV

CARTESIAN COORDINATES (ANGSTROEM)
C (1.23360, -1.27989, -2.46021)
C (1.47430, -0.81662, -0.98895)
C (0.14667, -0.31503, -3.12043)
O (0.67107, 0.75428, -3.48561)
O (-0.99963, -0.78887, -3.19145)
H (2.16788, -1.13029, -2.99892)
H (0.89077, -2.31806, -2.47085)
H (1.07558, 0.18798, -1.05563)
H (2.51704, -0.73712, -0.67603)
H (0.93198, -1.30552, -0.19376)
C (0.11908, -1.29998, 2.31659)
C (-1.44271, -0.14347, 0.67661)
C (-0.39400, -0.09898, 1.57164)
C (-2.06806, 1.03114, 0.28006)
C (0.22245, 1.11925, 1.86373)
C (-1.52784, 2.25996, 0.62941)
C (-0.35556, 2.27850, 1.37876)
H (-1.92730, -1.06713, 0.38271)
H (-2.80044, 1.02662, -0.51910)
H (0.84080, -1.08566, 3.10623)
H (0.61679, -2.04612, 1.69484)
H (1.03327, 1.12360, 2.57769)
H (-1.81183, 3.17795, 0.13103)
H (0.07177, 3.23674, 1.65988)
H (-0.68569, -1.76329, 2.89178)

Relative stability in kJ/mol, measured from the most stable structure: (P) 50.4; (Q) 24.6; (R) 0.0; (S) 44.9